1.
DFT (ωB97M-V/def2-TZVPD) results for a molecular structure, C36H90F18N3O27S6Zr.

XYZ file:
```
181
Properties=species:S:1:pos:R:3
Zr 2.916 2.127 -1.270
C -0.741 -0.298 -2.544
F -1.809 -0.800 -1.876
F -0.519 -1.072 -3.593
F -0.961 0.919 -2.951
S 0.830 -0.290 -1.387
O 0.850 -1.522 -0.622
O 1.987 -0.075 -2.241
N 1.082 1.288 -0.584
S -0.259 1.487 0.296
O -0.243 2.829 0.862
O -1.511 1.210 -0.433
C -0.125 0.193 1.760
F -0.732 0.650 2.852
F -0.776 -0.858 1.353
F 1.176 -0.189 1.975
C 1.981 1.074 -5.432
F 1.906 1.215 -6.763
F 0.740 0.840 -4.960
F 2.796 0.056 -5.059
S 2.623 2.780 -4.697
O 4.081 2.635 -4.510
O 2.259 3.769 -5.697
N 1.967 2.846 -2.991
S 0.632 3.681 -3.315
O -0.162 3.197 -4.426
O -0.119 3.702 -2.060
C 1.129 5.538 -3.614
F 0.736 5.972 -4.808
F 0.625 6.257 -2.609
F 2.450 5.697 -3.505
C 6.127 -0.031 0.795
F 6.761 1.148 0.730
F 6.300 -0.789 -0.305
F 6.698 -0.700 1.837
S 4.242 0.213 1.164
O 3.542 -0.552 0.141
O 3.899 -0.142 2.535
N 3.876 1.870 0.582
S 4.447 2.680 1.946
O 5.520 2.079 2.742
O 4.641 4.067 1.606
C 2.871 2.771 3.145
F 1.802 2.505 2.400
F 2.997 1.880 4.185
F 2.699 4.067 3.558
C -2.945 0.596 -5.926
C -3.177 -0.683 -5.047
O -4.451 -1.176 -5.386
H -3.614 1.406 -5.636
H -3.039 0.370 -6.989
H -1.920 0.904 -5.721
H -3.259 -0.454 -3.984
H -2.405 -1.425 -5.248
H -4.397 -2.058 -5.012
C 4.562 -4.472 -2.448
C 4.389 -3.167 -1.685
O 4.253 -2.087 -2.602
H 5.473 -4.433 -3.047
H 3.699 -4.607 -3.100
H 4.614 -5.337 -1.787
H 5.213 -3.055 -0.981
H 3.503 -3.229 -1.052
H 3.489 -2.258 -3.158
C 1.836 -4.280 -5.600
C 1.785 -2.798 -5.216
O 1.832 -2.768 -3.778
H 2.714 -4.844 -5.286
H 1.855 -4.298 -6.690
H 0.955 -4.816 -5.246
H 0.870 -2.299 -5.535
H 2.635 -2.284 -5.666
H 1.117 -3.300 -3.421
C -4.152 -4.742 -0.333
C -3.653 -3.358 -0.738
O -3.027 -3.496 -1.963
H -4.828 -5.121 -1.100
H -4.635 -4.670 0.641
H -3.322 -5.449 -0.341
H -2.884 -2.952 -0.082
H -4.430 -2.597 -0.815
H -3.689 -3.595 -2.652
C -5.731 1.163 -2.945
C -4.931 0.724 -1.686
O -5.352 1.579 -0.668
H -6.800 1.117 -2.739
H -5.626 0.482 -3.789
H -5.517 2.168 -3.310
H -3.850 0.771 -1.812
H -5.152 -0.278 -1.320
H -4.804 1.446 0.109
C -2.043 0.728 5.947
C -2.648 1.676 7.007
O -3.708 2.351 6.396
H -1.685 1.295 5.088
H -2.736 0.008 5.511
H -1.185 0.221 6.388
H -1.927 2.349 7.471
H -3.037 1.018 7.784
H -4.356 1.695 6.129
C -0.947 4.028 4.387
C -2.179 4.327 3.595
O -3.065 3.242 3.747
H -1.086 3.835 5.451
H -0.326 4.922 4.436
H -0.405 3.189 3.950
H -1.966 4.499 2.540
H -2.562 5.307 3.881
H -3.158 3.153 4.699
C 1.044 5.976 0.530
C 2.287 5.354 -0.013
O 2.012 3.992 -0.315
H 0.783 5.462 1.455
H 0.223 5.918 -0.185
H 1.183 7.035 0.747
H 3.039 5.601 0.736
H 2.677 5.876 -0.887
H 1.166 3.854 0.116
C 6.231 0.089 -3.562
C 5.794 1.168 -2.599
O 4.465 0.819 -2.186
H 6.342 -0.868 -3.052
H 7.213 0.317 -3.975
H 5.511 -0.046 -4.369
H 5.851 2.171 -3.023
H 6.446 1.190 -1.726
H 4.506 -0.122 -2.371
C -2.037 -2.944 4.150
C -2.569 -4.235 3.524
O -3.765 -4.519 4.181
H -2.805 -2.173 4.214
H -1.179 -2.620 3.562
H -1.704 -3.090 5.178
H -1.892 -5.074 3.685
H -2.650 -4.162 2.439
H -4.086 -5.362 3.853
C 1.514 -1.069 5.523
C 1.831 -0.577 6.917
O 1.511 -1.490 7.928
H 1.980 -0.384 4.815
H 0.433 -1.119 5.394
H 1.973 -2.029 5.287
H 1.270 0.326 7.156
H 2.880 -0.303 7.024
H 2.194 -2.161 7.869
C -4.385 -0.758 1.618
C -3.991 0.285 2.615
O -3.860 1.494 1.933
H -3.752 -0.772 0.731
H -5.422 -0.618 1.312
H -4.307 -1.775 2.002
H -3.064 -0.003 3.111
H -4.740 0.352 3.405
H -3.575 2.070 2.646
C -0.332 -5.991 -1.436
C 0.080 -4.548 -1.244
O -0.297 -3.866 -2.418
H -0.041 -6.429 -2.391
H -1.401 -6.141 -1.284
H 0.137 -6.619 -0.679
H 1.159 -4.626 -1.113
H -0.316 -4.113 -0.326
H -1.253 -3.787 -2.440
C 2.037 -3.437 1.922
C 2.235 -4.867 2.360
O 1.188 -5.183 3.313
H 2.880 -3.186 1.278
H 2.036 -2.744 2.763
H 1.105 -3.340 1.364
H 3.270 -4.961 2.689
H 2.159 -5.529 1.498
H 1.531 -4.916 4.168
C -4.641 4.914 -0.155
C -3.306 4.325 -0.573
O -2.522 5.349 -1.017
H -5.362 4.149 0.132
H -5.173 5.405 -0.970
H -4.568 5.677 0.621
H -3.410 3.494 -1.271
H -2.721 3.872 0.227
H -2.462 5.913 -0.242
```

Results
Multiplicity = 1
Highest occupied orbital energy = -11.147 eV
HOMO-LUMO gap = 5.84 eV
Net charge = +1

***

2.
DFT (ωB97M-V/def2-TZVPD) results for 2 unconnected molecules or ions with the total composition C9H17N6.

XYZ file:
```
32
Properties=species:S:1:pos:R:3
C 1.765 -2.151 -0.595
C 1.787 -0.746 -0.494
C 3.107 -0.418 -0.832
C 2.755 1.865 -0.490
C 0.890 0.354 -0.171
C -0.041 1.084 -2.482
C -2.487 -0.751 0.304
C -0.969 -1.293 2.252
C -1.045 -0.921 0.771
N 2.945 -2.614 -0.950
N 3.751 -1.562 -1.090
N 3.602 0.871 -0.875
N 1.517 1.589 -0.141
N -0.829 1.551 0.817
N -0.262 0.294 0.549
H 0.970 -2.849 -0.436
H 3.101 2.882 -0.506
H -0.571 0.187 -2.736
H 0.879 1.263 -2.998
H -0.623 1.937 -2.212
H -2.524 -0.412 -0.729
H -2.993 -1.710 0.362
H -3.034 -0.052 0.933
H -1.543 -2.195 2.436
H -1.377 -0.502 2.877
H 0.062 -1.472 2.548
H -0.577 -1.703 0.175
H 4.715 -1.705 -1.355
H 4.546 1.075 -1.162
H 0.871 2.314 0.189
H -1.609 1.739 0.187
H -1.167 1.582 1.774
```

Results
Energy relative to the best compared isomer or geometry (same formula, charge and spin) = 100.35 kcal/mol
Multiplicity = 1
Highest occupied orbital energy (spin up / spin down) = -11.496 / -9.566 eV
HOMO-LUMO gap (spin up / spin down) = 8.29 / 6.08 eV
Net charge = +1

***

3.
DFT (ωB97M-V/def2-TZVPD) results for 14 unconnected molecules or ions with the total composition H28O14.

XYZ file:
```
42
Properties=species:S:1:pos:R:3
O 2.062 1.312 -2.408
H 2.924 1.027 -2.030
H 2.428 2.094 -2.846
O 0.155 0.256 2.880
H 0.234 0.113 1.977
H 1.013 0.134 3.244
O 0.462 -2.057 -2.221
H -0.500 -1.890 -2.258
H 0.648 -2.966 -2.452
O -2.026 -0.904 1.879
H -1.302 -0.546 2.359
H -2.812 -0.781 2.424
O -3.208 1.076 0.217
H -3.861 0.793 0.794
H -2.561 1.504 0.825
O 0.003 0.522 0.140
H -0.173 0.851 -0.762
H -0.080 -0.450 0.216
O -1.209 3.204 1.546
H -0.324 2.893 1.657
H -1.191 3.313 0.600
O 2.623 -1.529 -0.923
H 1.804 -1.780 -1.312
H 3.307 -1.648 -1.572
O -1.894 -1.768 -0.908
H -2.413 -1.045 -0.589
H -2.243 -2.639 -0.657
O -0.518 0.989 -2.525
H -0.933 1.845 -2.327
H 0.456 1.123 -2.652
O 2.785 0.855 0.699
H 1.992 0.775 0.150
H 2.458 1.513 1.265
O 0.958 -2.020 1.067
H 0.561 -2.712 0.553
H 1.686 -1.803 0.501
O -1.711 -3.561 1.910
H -1.738 -3.416 2.932
H -1.163 -2.856 1.526
O 1.139 3.419 -0.601
H 1.091 2.605 -1.103
H 1.071 4.174 -1.234
```

Results
Energy relative to the best compared isomer or geometry (same formula, charge and spin) = 46.25 kcal/mol
Multiplicity = 1
Highest occupied orbital energy = -10.207 eV
HOMO-LUMO gap = 10.09 eV

***

4.
DFT (ωB97M-V/def2-TZVPD) results for 2 unconnected molecules or ions with the total composition C28H52BF6N3O4.

XYZ file:
```
94
Properties=species:S:1:pos:R:3
C 4.151 -2.502 3.055
C 3.568 -1.040 2.690
C 4.663 0.004 2.164
N 2.293 -0.782 2.881
C 1.448 -0.914 1.670
C 2.101 -1.214 0.253
C 2.472 -2.782 0.035
C 1.607 -3.488 -1.105
C 0.536 -4.552 -0.586
C 1.116 -5.694 0.368
N 0.018 -6.023 1.355
O 0.505 -2.016 1.874
B -0.784 -1.561 1.307
O -2.008 -2.225 1.737
C -3.178 -1.678 1.111
C -4.382 -2.750 1.027
C -5.427 -2.381 -0.151
C -5.255 -2.796 2.378
C -4.449 -3.300 3.655
C -5.191 -2.872 5.031
C -4.221 -4.900 3.590
O -0.775 -0.090 1.106
C 0.390 0.297 1.828
F -0.060 0.105 3.203
C 0.876 1.806 1.742
F 2.259 1.994 1.876
F 0.523 2.382 0.481
C 0.192 2.777 2.837
F 0.785 2.648 4.106
F -1.191 2.675 2.867
F 0.472 4.118 2.447
H 4.981 -2.305 3.825
H 3.335 -3.125 3.543
H 4.642 -2.992 2.159
H 5.559 -0.607 1.796
H 4.309 0.620 1.278
H 5.051 0.688 2.980
H 1.359 -0.974 -0.592
H 3.028 -0.587 0.014
H 2.476 -3.347 1.016
H 3.560 -2.768 -0.341
H 1.027 -2.734 -1.751
H 2.303 -4.028 -1.838
H 0.140 -5.091 -1.525
H -0.378 -4.098 -0.087
H 2.081 -5.433 0.903
H 1.308 -6.653 -0.218
H 0.375 -6.666 2.072
H -0.776 -6.451 0.851
H -0.689 -1.950 0.148
H -3.558 -0.810 1.756
H -3.001 -1.267 0.062
H -3.961 -3.796 0.806
H -5.971 -1.392 0.072
H -6.244 -3.170 -0.241
H -4.916 -2.307 -1.162
H -5.735 -1.771 2.492
H -6.114 -3.533 2.193
H -3.396 -2.854 3.745
H -5.379 -1.747 5.066
H -6.129 -3.488 5.219
H -4.421 -3.085 5.858
H -5.176 -5.466 3.332
H -3.459 -5.090 2.754
H -3.804 -5.278 4.579
C 0.231 3.527 -2.331
C 1.495 4.404 -2.506
C 1.132 5.876 -2.224
C 0.278 6.494 -3.328
C 0.936 6.325 -4.694
C 1.384 4.879 -5.010
N 2.084 4.221 -3.867
O 3.319 4.689 -3.835
C 0.171 4.016 -5.429
C 2.251 4.927 -6.296
C 2.442 3.889 -1.390
H -0.009 3.389 -1.276
H -0.668 3.959 -2.768
H 0.377 2.530 -2.755
H 2.045 6.473 -2.109
H 0.599 5.954 -1.271
H -0.724 6.053 -3.333
H 0.136 7.559 -3.122
H 0.244 6.676 -5.466
H 1.801 6.995 -4.734
H 0.455 2.966 -5.540
H -0.226 4.345 -6.393
H -0.668 4.073 -4.739
H 3.087 5.626 -6.210
H 1.659 5.263 -7.150
H 2.653 3.940 -6.540
H 2.673 2.829 -1.533
H 1.977 3.994 -0.408
H 3.384 4.440 -1.339
```

Results
Multiplicity = 1
Highest occupied orbital energy = -6.594 eV
HOMO-LUMO gap = 1.67 eV

***

5.
DFT (ωB97M-V/def2-TZVPD) results for a molecular structure, C43H57N8O6PPbS.

XYZ file:
```
117
Properties=species:S:1:pos:R:3
Pb 0.591 -0.250 0.427
O -1.533 3.695 2.470
C -0.801 2.649 2.099
O -0.326 2.521 0.993
C -0.442 1.774 3.274
C -0.863 2.052 4.570
C -0.485 1.181 5.578
C 0.299 0.078 5.263
C 0.680 -0.103 3.943
N 0.319 0.733 2.977
C 1.593 -1.209 3.464
O 1.747 -2.286 4.214
O 2.203 -1.091 2.426
H -1.697 4.246 1.686
H -1.470 2.922 4.771
H -0.792 1.358 6.599
H 0.614 -0.600 6.044
H 1.077 -2.361 4.909
N -5.057 -6.814 -0.137
C -4.113 -5.965 0.350
C -3.465 -6.239 1.563
C -2.506 -5.381 2.056
C -2.178 -4.230 1.351
C -2.805 -3.947 0.144
C -3.762 -4.803 -0.355
S -1.045 -3.111 2.060
O -1.793 -1.982 2.589
O -0.202 -3.805 2.992
N -0.178 -2.469 0.835
C 0.818 -3.260 0.298
N 0.740 -4.584 0.344
C 1.794 -5.253 -0.091
C 2.938 -4.624 -0.571
C 2.889 -3.249 -0.637
N 1.826 -2.553 -0.239
H -5.302 -7.652 0.358
H -5.515 -6.636 -1.012
H -3.717 -7.138 2.110
H -1.997 -5.604 2.983
H -2.525 -3.064 -0.419
H -4.244 -4.590 -1.300
H 1.722 -6.334 -0.055
H 3.807 -5.179 -0.888
H 3.724 -2.680 -1.019
C 1.657 -0.848 -3.676
C 0.247 -0.301 -3.852
C 0.075 0.329 -5.231
P -0.223 0.791 -2.418
C -1.907 1.384 -2.910
C -2.842 0.169 -2.945
C -2.451 2.488 -2.004
C 0.849 2.289 -2.662
C 0.374 3.383 -3.356
C 1.091 4.581 -3.504
C 0.550 5.691 -4.337
C 2.349 4.704 -2.899
C 2.860 3.658 -2.188
C 2.145 2.430 -2.047
N 2.766 1.373 -1.522
C 3.800 1.491 -0.671
C 3.845 2.452 0.394
C 2.764 3.451 0.684
C 4.874 2.343 1.306
C 5.896 1.400 1.187
C 7.011 1.348 2.177
C 5.873 0.505 0.109
C 4.847 0.507 -0.797
C 4.892 -0.357 -2.011
H 1.857 -1.595 -4.445
H 1.795 -1.320 -2.702
H 2.395 -0.053 -3.788
H -0.456 -1.133 -3.744
H 0.677 1.234 -5.335
H -0.960 0.571 -5.467
H 0.418 -0.375 -5.990
H -1.840 1.773 -3.929
H -2.734 -0.471 -2.063
H -2.668 -0.453 -3.821
H -3.879 0.504 -2.983
H -2.613 2.149 -0.981
H -3.412 2.828 -2.391
H -1.788 3.349 -1.940
H -0.591 3.334 -3.837
H -0.481 5.516 -4.635
H 1.154 5.804 -5.241
H 0.613 6.638 -3.799
H 2.929 5.606 -3.042
H 3.872 3.701 -1.809
H 3.086 4.454 0.397
H 2.572 3.468 1.756
H 1.826 3.242 0.175
H 4.880 3.011 2.158
H 6.787 1.924 3.072
H 7.919 1.758 1.728
H 7.231 0.318 2.458
H 6.686 -0.199 -0.011
H 5.619 -1.157 -1.893
H 5.188 0.235 -2.880
H 3.912 -0.770 -2.233
C -4.653 1.811 1.362
C -4.091 0.508 1.922
C -4.431 0.387 3.404
C -4.676 -0.686 1.166
N -2.597 0.567 1.863
N -2.013 0.022 0.675
H -5.740 1.826 1.439
H -4.403 1.930 0.305
H -4.259 2.663 1.913
H -5.510 0.370 3.547
H -4.032 1.237 3.961
H -4.018 -0.534 3.819
H -5.748 -0.733 1.352
H -4.239 -1.630 1.501
H -4.546 -0.596 0.086
H -2.260 -0.052 2.594
H -2.383 0.544 -0.114
H -2.302 -0.953 0.581
```

Results
Energy relative to the best compared isomer or geometry (same formula, charge and spin) = 2.55 kcal/mol
Multiplicity = 1
Highest occupied orbital energy (spin up / spin down) = -11.523 / -11.523 eV
HOMO-LUMO gap (spin up / spin down) = 3.78 / 3.87 eV
Net charge = +2

***

6.
DFT (ωB97M-V/def2-TZVPD) results for a molecular structure, C7H10.

XYZ file:
```
17
Properties=species:S:1:pos:R:3
C -0.732 -0.097 1.177
C -0.523 -1.041 -0.009
C -1.433 -0.017 -0.766
C -0.694 0.978 0.096
C 0.754 0.803 -0.397
C 1.838 0.033 0.331
C 0.871 -0.710 -0.555
H -1.699 -0.285 1.636
H -0.005 -0.096 1.965
H -0.802 -2.086 -0.090
H -1.215 0.182 -1.817
H -2.441 -0.046 -0.489
H -1.154 2.038 0.119
H 1.076 1.399 -1.195
H 2.874 0.085 -0.086
H 1.945 0.045 1.446
H 1.339 -1.185 -1.365
```

Results
Energy relative to the best compared isomer or geometry (same formula, charge and spin) = 60.87 kcal/mol
Multiplicity = 1
Highest occupied orbital energy = -9.430 eV
HOMO-LUMO gap = 10.62 eV

***

Max |F| (eV Å⁻¹)
6.92; 1.00; 3.15; 7.47; 0.71; 2.43